Entry from OMol25: 2 unconnected molecules or ions with the total composition C5H12NOP3 at a distorted geometry (ωB97M-V/def2-TZVPD).

ΔE to the lowest compared entry with this formula, charge and spin: 0.529 eV
2S+1: 1
HOMO level: -8.37 eV
SMILES string: O=C=NP(P)#[PH2].C=C(C)C
Largest force on an atom: 0.0975 hartree/bohr
Frontier orbital gap: 8.80 eV
E: -1351.66425 hartree

Each line ends with the natural charge from an NBO analysis.
Positions of all 22 atoms, in Å:
C  1.770  -2.767  0.007  0.88
C  -2.517  1.191  -1.400  -0.42
C  -1.664  0.432  -0.775  0.04
C  -1.227  -0.899  -1.304  -0.64
C  -0.985  0.796  0.602  -0.64
N  1.821  -1.603  -0.089  -0.88
O  1.602  -3.888  -0.022  -0.48
P  2.653  1.120  -1.130  0.04
P  4.644  -0.619  0.799  0.04
P  2.433  -0.219  0.578  0.49
H  -2.962  2.152  -0.796  0.18
H  -2.903  1.056  -2.363  0.20
H  -1.697  -1.011  -2.193  0.21
H  -1.490  -1.743  -0.699  0.22
H  -0.229  -0.821  -1.473  0.21
H  -1.607  1.202  1.332  0.22
H  -0.244  1.567  0.356  0.22
H  -0.586  -0.062  1.051  0.21
H  1.374  0.680  -1.519  0.00
H  2.052  2.108  -0.519  -0.02
H  4.681  -0.487  2.056  -0.04
H  4.227  -1.989  0.895  -0.01